# 1
Formula: C42H63AuN3OS2Si5Te
Source: the Open Molecules 2025 dataset
Level of theory: wB97M-V/def2-TZVPD

LUMO in Ha: -0.164
Spin multiplicity: 1
E_tot in eV: -123138.1928
HOMO-LUMO gap in eV: 4.736
Charge: +1

Each line ends with the Mulliken charge.
Cartesian coordinates (Å):
Au (-0.0307, 0.9019, -0.0283)  0.97
S (-0.1293, -1.1618, 0.9675)  -0.19
C (-0.2795, -0.8700, 2.6175)  -0.21
N (-0.3893, -1.8946, 3.4299)  0.19
C (-0.8517, -1.6877, 4.8070)  -1.01
C (-0.1682, -0.4912, 5.3841)  -0.51
N (-0.3964, 0.6637, 4.5020)  0.14
C (-0.6112, 1.9461, 5.1929)  -1.29
C (0.5509, 2.2770, 6.0962)  0.57
C (1.8167, 2.4760, 5.5476)  -0.08
C (2.8891, 2.7882, 6.3671)  -0.69
C (2.7037, 2.9063, 7.7400)  -0.43
C (1.4468, 2.7058, 8.2902)  -0.65
C (0.3723, 2.3866, 7.4685)  -0.32
C (-0.3292, 0.5307, 3.1907)  0.62
S (-0.2078, 1.8775, 2.1959)  -0.62
C (-0.1415, -3.2680, 2.9756)  -1.94
C (1.3199, -3.6489, 3.0389)  1.31
C (1.8873, -4.3107, 1.9586)  -0.33
C (3.2075, -4.7350, 2.0104)  -0.79
C (3.9772, -4.4821, 3.1357)  -0.51
C (3.4232, -3.7959, 4.2099)  -0.90
C (2.0993, -3.3876, 4.1628)  -0.07
H (-0.6420, -2.5765, 5.3941)  0.51
H (-1.9337, -1.5281, 4.8022)  0.40
H (0.9056, -0.6624, 5.4849)  0.26
H (-0.5692, -0.2598, 6.3679)  0.53
H (-1.5308, 1.8540, 5.7727)  0.41
H (-0.7537, 2.7232, 4.4511)  0.49
H (1.9546, 2.3965, 4.4730)  0.37
H (3.8698, 2.9460, 5.9375)  0.43
H (3.5386, 3.1623, 8.3791)  0.40
H (1.2999, 2.7954, 9.3587)  0.39
H (-0.6118, 2.2363, 7.9008)  0.39
H (-0.4941, -3.3724, 1.9519)  0.51
H (-0.7497, -3.9277, 3.5949)  0.55
H (1.2924, -4.5043, 1.0722)  0.46
H (3.6362, -5.2598, 1.1662)  0.45
H (5.0035, -4.8221, 3.1806)  0.45
H (4.0198, -3.5835, 5.0879)  0.43
H (1.6784, -2.8760, 5.0223)  0.26
C (-2.6386, 2.8124, -0.4545)  -0.49
Si (-1.1677, 3.7337, -1.1588)  0.26
C (-1.4571, 4.0448, -2.9791)  -0.84
C (-1.0013, 5.3172, -0.1824)  -1.08
N (0.2286, 2.6914, -0.9469)  0.50
C (1.5484, 3.1019, -1.1926)  0.82
C (1.8045, 4.3194, -1.8439)  -0.49
C (3.0861, 4.7749, -2.1068)  -1.26
C (4.1854, 4.0152, -1.7515)  -0.79
C (3.9776, 2.7939, -1.1291)  -0.89
C (2.6960, 2.3566, -0.8486)  0.73
O (2.4673, 1.1014, -0.2830)  0.45
C (3.4865, 0.3745, 0.2992)  -0.51
C (3.7577, -0.8797, -0.2212)  -0.27
C (4.7433, -1.6595, 0.3723)  -0.64
C (5.4425, -1.1845, 1.4742)  -0.58
C (5.1465, 0.0705, 1.9920)  -0.89
C (4.1634, 0.8579, 1.4079)  0.30
H (-3.5485, 3.4024, -0.6097)  0.52
H (-2.5306, 2.6677, 0.6256)  0.30
H (-2.7867, 1.8350, -0.9169)  -0.53
H (-2.4755, 4.4052, -3.1542)  0.41
H (-1.3140, 3.1206, -3.5449)  -0.10
H (-0.7784, 4.7967, -3.3886)  0.44
H (-1.9166, 5.9091, -0.2867)  0.38
H (-0.1636, 5.9383, -0.5018)  0.35
H (-0.8655, 5.0941, 0.8801)  0.25
H (0.9654, 4.9228, -2.1609)  0.13
H (3.2158, 5.7275, -2.6057)  0.41
H (5.1900, 4.3519, -1.9689)  0.42
H (4.8200, 2.1661, -0.8705)  0.45
H (3.2000, -1.2242, -1.0836)  0.46
H (4.9718, -2.6342, -0.0400)  0.45
H (6.2208, -1.7874, 1.9247)  0.45
H (5.6902, 0.4434, 2.8514)  0.44
H (3.9264, 1.8422, 1.7948)  0.63
C (-2.1520, -3.7161, -1.2811)  -0.62
Si (-1.7409, -3.3569, -3.0778)  0.38
C (-2.8762, -4.3653, -4.1782)  -1.00
C (0.0262, -3.8715, -3.4195)  -0.88
Si (-2.0008, -1.0416, -3.4619)  0.05
Te (0.1588, -0.1921, -2.4095)  -0.73
Si (-1.5123, -0.5224, -5.7106)  0.41
C (0.2544, -0.9998, -6.1142)  -1.04
C (-1.7463, 1.3065, -6.0366)  -0.97
C (-2.6591, -1.4849, -6.8396)  -1.07
Si (-4.1709, -0.4011, -2.8111)  0.78
C (-4.5421, 1.3987, -3.1549)  -0.87
C (-5.3209, -1.4088, -3.8952)  -1.16
C (-4.5391, -0.8160, -1.0204)  -0.97
H (-1.8690, -4.7428, -1.0254)  0.46
H (-3.2222, -3.6095, -1.0894)  0.35
H (-1.6160, -3.0396, -0.6071)  -0.25
H (-2.7287, -5.4337, -3.9883)  0.39
H (-2.6740, -4.1891, -5.2364)  0.26
H (-3.9293, -4.1424, -3.9982)  0.27
H (0.1542, -4.9367, -3.2012)  0.40
H (0.7309, -3.3092, -2.8019)  0.13
H (0.2956, -3.7108, -4.4667)  0.27
H (0.9617, -0.5882, -5.3882)  0.28
H (0.5277, -0.6176, -7.1018)  0.39
H (0.3787, -2.0858, -6.1272)  0.29
H (-0.8997, 1.8861, -5.6570)  0.27
H (-2.6558, 1.6944, -5.5698)  0.20
H (-1.8204, 1.4862, -7.1134)  0.45
H (-2.5209, -2.5632, -6.7405)  0.27
H (-2.4492, -1.2171, -7.8800)  0.43
H (-3.7106, -1.2618, -6.6454)  0.27
H (-4.5592, 1.5884, -4.2318)  0.37
H (-3.8095, 2.0662, -2.7088)  -0.09
H (-5.5263, 1.6596, -2.7534)  0.41
H (-5.1444, -1.2119, -4.9550)  0.22
H (-6.3607, -1.1449, -3.6770)  0.39
H (-5.2101, -2.4823, -3.7310)  0.23
H (-3.7912, -0.4122, -0.3327)  0.08
H (-4.5821, -1.8975, -0.8713)  0.36
H (-5.5114, -0.3996, -0.7403)  0.46

Forces on the atoms, in the same order (eV/Å):
Au -0.367 0.107 -0.518
S 0.104 -0.171 -0.038
C 0.039 0.075 -0.423
N -0.009 -0.169 0.576
C -0.112 -0.025 -0.037
C 0.027 0.132 -0.027
N -0.221 -0.416 0.277
C 0.306 0.107 0.119
C 0.032 0.007 -0.003
C -0.022 -0.009 -0.032
C -0.012 -0.029 0.004
C -0.037 0.001 0.016
C 0.018 -0.017 -0.019
C 0.001 0.015 0.012
C 0.134 0.464 -0.067
S -0.090 -0.044 0.068
C -0.147 -0.204 -0.007
C 0.072 0.070 -0.032
C -0.017 -0.030 -0.041
C 0.053 -0.003 0.004
C -0.062 0.027 0.025
C 0.002 0.000 -0.041
C -0.009 -0.008 0.012
H 0.077 -0.047 -0.038
H -0.039 -0.115 -0.056
H 0.038 0.090 0.027
H -0.012 0.050 -0.002
H -0.025 -0.073 0.002
H -0.047 -0.003 -0.094
H 0.015 0.012 0.039
H -0.015 0.011 -0.002
H -0.005 -0.019 -0.011
H 0.002 0.011 -0.020
H 0.028 0.008 -0.017
H -0.123 -0.021 0.025
H 0.000 0.044 0.078
H 0.011 0.020 0.021
H -0.014 0.005 0.015
H -0.001 0.034 -0.014
H -0.011 -0.033 -0.014
H 0.011 -0.010 -0.035
C -0.024 0.040 0.166
Si 0.029 -0.327 -0.147
C -0.088 0.200 -0.019
C 0.011 0.094 0.004
N 0.381 0.313 0.391
C -0.137 -0.093 -0.136
C -0.035 -0.050 0.016
C -0.069 0.060 -0.006
C 0.013 -0.018 0.008
C 0.018 -0.013 -0.005
C -0.065 -0.101 -0.031
O 0.165 0.109 -0.031
C 0.004 0.087 -0.030
C 0.048 -0.043 0.026
C -0.040 0.060 0.029
C -0.030 -0.028 -0.030
C -0.019 0.016 -0.006
C 0.019 -0.022 0.108
H 0.052 -0.059 -0.025
H -0.030 0.000 -0.066
H 0.029 0.003 0.050
H 0.021 -0.041 -0.010
H -0.025 0.006 0.033
H -0.040 -0.070 -0.026
H 0.053 -0.026 0.020
H -0.041 -0.006 0.034
H -0.015 0.014 -0.037
H 0.074 -0.004 -0.002
H -0.009 -0.033 0.013
H -0.017 -0.018 0.014
H -0.016 0.001 0.010
H 0.017 0.013 -0.004
H -0.007 0.011 0.023
H -0.026 0.012 -0.002
H -0.010 -0.006 -0.019
H 0.022 -0.012 -0.039
C 0.031 -0.076 0.157
Si -0.095 0.117 -0.103
C -0.050 -0.125 0.005
C 0.125 -0.030 0.006
Si 0.040 -0.313 0.131
Te 0.126 0.230 -0.050
Si -0.029 0.081 -0.143
C 0.072 -0.088 0.110
C 0.001 0.138 0.105
C -0.082 -0.059 0.006
Si -0.104 0.106 -0.070
C 0.026 0.092 -0.081
C -0.013 -0.127 -0.053
C 0.094 -0.019 0.142
H -0.014 0.033 -0.016
H 0.060 -0.011 -0.004
H -0.048 -0.045 -0.068
H 0.001 0.054 -0.008
H -0.003 -0.010 0.038
H 0.046 -0.030 -0.021
H -0.015 0.037 -0.021
H -0.025 -0.042 -0.031
H -0.013 -0.022 0.058
H 0.002 0.002 -0.083
H -0.015 -0.009 0.029
H 0.010 0.063 -0.017
H -0.068 -0.029 -0.002
H 0.062 -0.007 -0.051
H 0.033 -0.018 0.043
H -0.014 0.039 -0.014
H 0.000 -0.004 0.052
H 0.044 -0.010 -0.043
H -0.013 -0.020 0.061
H 0.002 0.087 -0.058
H 0.033 -0.025 -0.021
H -0.034 -0.015 0.052
H 0.058 0.016 0.010
H -0.036 0.057 -0.010
H -0.008 0.008 -0.013
H -0.003 0.072 -0.004
H 0.030 -0.011 -0.026

# 2
Formula: C42H64BrN7ORuSi
Source: the Open Molecules 2025 dataset
Level of theory: wB97M-V/def2-TZVPD

LUMO (spin up / spin down) in Ha: -0.084 / -0.110
Spin multiplicity: 6
E_tot in eV: -137568.5602
<S²>: 8.773
HOMO-LUMO gap (spin up / spin down) in eV: 6.481 / 6.756
Charge: +1

Each line ends with the Mulliken charge.
Cartesian coordinates (Å):
Ru (0.2992, 0.9437, -0.3409)  1.89
C (-0.0556, 0.7441, 4.6326)  -1.61
C (0.5559, -0.2518, 3.6375)  2.49
C (1.9103, -0.7398, 4.1579)  -1.76
C (-0.3775, -1.4141, 3.3698)  -0.02
C (-0.9022, -2.1204, 4.4466)  -0.28
C (-1.7509, -3.1956, 4.2570)  -1.68
C (-2.0960, -3.5667, 2.9692)  -0.26
C (-1.5879, -2.8952, 1.8632)  0.19
C (-2.0139, -3.3353, 0.4752)  2.26
C (-3.5401, -3.4072, 0.3406)  -1.63
C (-1.3916, -4.6905, 0.1225)  -1.67
C (-0.6977, -1.8182, 2.0606)  -0.09
N (-0.1719, -1.1431, 0.9251)  1.87
C (0.7806, -1.8197, 0.2808)  -1.12
C (1.2407, -1.5638, -1.0097)  -1.00
N (0.7483, -0.6630, -1.8636)  0.77
C (1.2868, -0.6560, -3.1586)  0.95
C (1.5338, -1.8515, -3.8788)  -0.04
C (2.3493, -1.7849, -5.0058)  -0.56
C (2.8568, -0.5938, -5.4833)  -1.72
C (2.4526, 0.5848, -4.8810)  -0.39
C (1.6682, 0.5773, -3.7393)  -0.82
C (1.1791, 1.9127, -3.2077)  4.62
C (2.2417, 3.0123, -3.2197)  -1.96
C (-0.0274, 2.3216, -4.0654)  -1.70
C (0.8647, -3.2165, -3.6712)  -0.01
C (1.7519, -4.2530, -2.9610)  -1.42
C (-0.5342, -3.1696, -3.0518)  -1.32
H (0.5188, 1.6710, 4.6348)  0.34
H (-0.0415, 0.3448, 5.6476)  0.46
H (-1.0969, 0.9773, 4.3912)  0.16
H (0.7426, 0.2572, 2.6917)  -1.42
H (1.8066, -1.2332, 5.1260)  0.37
H (2.5926, 0.1051, 4.2721)  0.42
H (2.3619, -1.4434, 3.4582)  0.34
H (-0.6296, -1.8281, 5.4533)  0.46
H (-2.1492, -3.7371, 5.1056)  0.42
H (-2.7652, -4.4056, 2.8183)  0.40
H (-1.6554, -2.5969, -0.2409)  -1.64
H (-3.9498, -4.2521, 0.8950)  0.40
H (-3.8069, -3.5347, -0.7098)  0.46
H (-4.0155, -2.4942, 0.7111)  0.21
H (-1.7075, -5.4533, 0.8357)  0.43
H (-0.3024, -4.6365, 0.1446)  0.31
H (-1.6999, -5.0017, -0.8770)  0.44
H (1.2341, -2.6733, 0.7844)  0.46
H (2.0708, -2.1786, -1.3436)  0.46
H (2.5705, -2.7076, -5.5311)  0.50
H (3.5118, -0.5745, -6.3437)  0.39
H (2.7757, 1.5274, -5.3030)  0.38
H (0.8543, 1.7960, -2.1560)  -2.09
H (2.4052, 3.3829, -4.2319)  0.49
H (3.1911, 2.6519, -2.8223)  0.39
H (1.9195, 3.8570, -2.6098)  0.38
H (0.2560, 2.2858, -5.1175)  0.51
H (-0.3555, 3.3367, -3.8355)  0.50
H (-0.8600, 1.6281, -3.9213)  0.19
H (0.7252, -3.5889, -4.6892)  0.82
H (1.6855, -4.1659, -1.8760)  0.21
H (2.7951, -4.1387, -3.2571)  0.37
H (1.4341, -5.2615, -3.2301)  0.41
H (-0.4872, -3.0016, -1.9804)  0.03
H (-1.0424, -4.1206, -3.2229)  0.61
H (-1.1287, -2.3773, -3.5122)  0.29
C (-1.4686, 3.7671, 2.2584)  -1.19
C (0.0167, 3.5097, 2.3013)  0.40
C (0.7898, 4.2231, 3.1998)  -1.02
C (2.1534, 3.9453, 3.2676)  -1.08
C (2.6978, 3.0121, 2.4192)  -0.97
C (1.8751, 2.3558, 1.4736)  0.74
N (0.5326, 2.5944, 1.4746)  0.34
N (2.2849, 1.4667, 0.5519)  -0.18
Si (3.9335, 0.9295, 0.3325)  0.16
C (4.3113, -0.3206, 1.7060)  -1.01
C (4.1680, 0.0466, -1.3173)  -0.63
C (5.2337, 2.3115, 0.2846)  -1.35
H (-1.6553, 4.8374, 2.1732)  0.52
H (-1.9409, 3.4334, 3.1866)  0.30
H (-1.9319, 3.2850, 1.3966)  -0.25
H (0.3285, 4.9632, 3.8392)  0.52
H (2.7843, 4.4641, 3.9782)  0.40
H (3.7483, 2.7679, 2.4563)  0.55
H (3.5945, -1.1437, 1.6639)  0.06
H (4.2669, 0.1223, 2.7030)  0.29
H (5.3126, -0.7367, 1.5711)  0.52
H (4.1568, -1.0396, -1.2137)  0.32
H (5.1353, 0.3238, -1.7408)  0.56
H (3.4106, 0.3203, -2.0455)  -0.27
H (4.9873, 3.2125, 0.8443)  0.41
H (5.4181, 2.6062, -0.7496)  0.38
H (6.1727, 1.9184, 0.6819)  0.38
O (-4.8789, 2.7415, -3.9158)  -0.54
C (-3.9203, 2.3604, -3.0739)  0.53
C (-3.7039, 1.0371, -2.6846)  -0.67
C (-2.7038, 0.7656, -1.7849)  -0.73
N (-1.8898, 1.6942, -1.2515)  1.07
C (-2.0707, 2.9448, -1.6974)  -0.77
Br (-0.8322, 4.2605, -1.1306)  0.05
C (-3.0676, 3.3345, -2.5612)  -0.62
H (-5.4020, 1.9930, -4.2249)  0.33
H (-4.3262, 0.2372, -3.0658)  0.42
H (-2.5121, -0.2570, -1.4748)  0.11
H (-3.1864, 4.3660, -2.8594)  0.54
N (-4.1724, -0.3036, 3.4078)  -0.45
C (-4.5755, 0.8923, 2.6722)  -1.00
C (-3.8177, 0.8946, 1.3350)  -0.48
N (-2.3902, 0.6161, 1.6171)  2.99
H (-4.4306, -0.2598, 4.3848)  0.22
H (-2.4079, -0.0428, 2.4291)  -0.11
H (-4.6093, -1.1362, 3.0246)  0.17
H (-4.2731, 1.7696, 3.2488)  0.38
H (-5.6488, 0.9704, 2.4840)  0.43
H (-3.9320, 1.8506, 0.8279)  0.33
H (-4.2060, 0.1061, 0.6904)  0.36
H (-1.8207, 0.1740, 0.8601)  -1.09
H (-1.8692, 1.4523, 1.8871)  -1.16

Forces on the atoms, in the same order (eV/Å):
Ru 0.854 -0.367 0.402
C 0.113 0.001 -0.167
C -0.005 0.000 0.138
C -0.029 0.008 -0.109
C 0.140 0.080 -0.139
C -0.057 -0.029 0.023
C -0.055 0.017 -0.004
C 0.001 -0.027 0.014
C 0.006 0.170 -0.088
C -0.094 -0.155 0.127
C 0.176 0.041 -0.057
C -0.017 0.150 -0.083
C -0.270 -0.110 0.380
N -0.018 0.436 -0.571
C -0.067 -0.196 0.280
C 0.294 -0.230 -0.506
N -0.471 0.310 0.764
C 0.368 0.010 -0.474
C -0.225 0.031 -0.026
C 0.082 0.006 -0.014
C -0.051 0.003 0.016
C 0.088 -0.009 -0.053
C -0.152 -0.126 0.235
C 0.011 0.056 -0.245
C -0.005 -0.060 0.108
C 0.021 0.030 0.192
C 0.047 0.009 0.338
C -0.078 0.034 -0.125
C 0.101 0.007 -0.200
H -0.006 0.042 0.004
H -0.036 -0.013 0.013
H -0.024 0.061 -0.020
H -0.066 0.037 -0.028
H -0.029 -0.014 0.008
H -0.021 -0.024 0.047
H -0.009 -0.008 0.085
H -0.003 0.013 0.000
H 0.030 -0.006 -0.003
H -0.002 0.001 0.001
H 0.048 0.051 -0.012
H -0.051 0.028 0.013
H -0.077 -0.036 0.007
H -0.033 0.001 -0.011
H 0.000 -0.017 0.004
H 0.011 -0.033 -0.012
H 0.017 -0.045 0.021
H 0.038 0.003 -0.012
H 0.000 -0.014 0.001
H -0.020 0.004 -0.020
H -0.027 -0.015 -0.021
H -0.015 0.023 0.021
H 0.109 0.158 -0.414
H 0.050 0.005 -0.004
H 0.004 0.011 -0.002
H -0.030 0.017 -0.021
H -0.015 0.027 -0.022
H 0.001 -0.021 -0.024
H -0.008 0.003 -0.064
H 0.041 0.052 -0.012
H 0.024 0.000 0.016
H 0.014 -0.040 0.018
H -0.008 -0.016 0.049
H -0.070 0.016 0.052
H 0.016 -0.006 0.002
H -0.045 0.009 0.044
C 0.121 -0.006 0.044
C 0.005 0.145 0.147
C -0.111 0.020 -0.007
C -0.005 -0.115 -0.162
C 0.006 -0.067 0.077
C 0.052 0.002 0.219
N -0.158 -0.050 -0.020
N -0.670 0.009 -0.513
Si 0.422 -0.433 -0.031
C 0.128 0.386 -0.255
C -0.124 0.024 0.276
C -0.298 -0.073 0.146
H -0.081 -0.021 -0.020
H -0.046 -0.048 -0.011
H -0.014 0.066 -0.033
H 0.017 -0.003 0.008
H -0.005 -0.004 0.015
H 0.001 0.049 0.069
H 0.008 0.036 -0.033
H -0.001 -0.027 -0.035
H 0.009 -0.014 -0.004
H -0.041 -0.010 0.009
H 0.029 -0.004 0.042
H -0.061 0.023 -0.102
H 0.031 0.010 -0.011
H -0.039 0.008 -0.021
H 0.021 -0.003 -0.011
O -0.059 0.133 -0.057
C 0.316 -0.131 0.258
C -0.299 -0.078 -0.057
C 0.226 -0.086 0.158
N 0.195 0.301 -0.412
C 0.144 -0.069 0.327
Br -0.179 -0.090 -0.041
C -0.232 0.135 -0.149
H 0.005 -0.048 -0.011
H 0.057 -0.031 -0.010
H 0.003 -0.035 -0.002
H 0.064 -0.003 -0.004
N -0.126 -0.037 -0.096
C 0.320 -0.094 -0.058
C -0.461 0.139 0.157
N 0.104 -0.412 0.130
H 0.098 0.057 0.012
H 0.171 0.079 -0.141
H 0.045 0.001 0.036
H -0.048 -0.017 0.031
H 0.016 0.048 -0.090
H 0.112 -0.029 -0.083
H 0.138 -0.030 -0.034
H -0.344 0.020 0.441
H 0.026 0.037 0.054